Version w
{"formula": "C18H54O9", "method": "ωB97M-V/def2-TZVPD", "species": ["C", "C", "O", "H", "H", "H", "H", "H", "H", "C", "C", "O", "H", "H", "H", "H", "H", "H", "C", "C", "O", "H", "H", "H", "H", "H", "H", "C", "C", "O", "H", "H", "H", "H", "H", "H", "C", "C", "O", "H", "H", "H", "H", "H", "H", "C", "C", "O", "H", "H", "H", "H", "H", "H", "C", "C", "O", "H", "H", "H", "H", "H", "H", "C", "C", "O", "H", "H", "H", "H", "H", "H", "C", "C", "O", "H", "H", "H", "H", "H", "H"], "positions_angstrom": [[6.189, -18.992, -21.050], [6.339, -17.648, -21.726], [6.672, -17.968, -23.073], [7.054, -19.635, -21.213], [5.261, -19.471, -21.360], [6.061, -18.888, -19.972], [7.010, -16.957, -21.216], [5.356, -17.201, -21.873], [7.497, -17.513, -23.253], [13.628, -25.560, -30.993], [13.268, -26.885, -31.685], [14.138, -26.794, -32.760], [12.817, -25.392, -30.284], [13.647, -24.685, -31.644], [14.566, -25.489, -30.443], [12.222, -26.986, -31.975], [13.568, -27.810, -31.193], [14.654, -27.592, -32.892], [16.904, -19.114, -27.873], [17.823, -18.090, -28.476], [17.245, -16.755, -28.600], [16.803, -19.091, -26.788], [17.327, -20.114, -27.962], [15.935, -19.081, -28.372], [18.128, -18.211, -29.515], [18.798, -17.957, -28.006], [17.846, -16.263, -29.165], [10.318, -21.782, -17.093], [10.746, -22.179, -15.679], [9.754, -21.703, -14.885], [10.166, -20.703, -17.110], [9.374, -22.253, -17.368], [11.099, -21.923, -17.840], [11.689, -21.666, -15.492], [10.954, -23.229, -15.471], [9.740, -22.137, -14.029], [17.623, -23.019, -18.609], [16.715, -24.288, -18.743], [17.082, -24.895, -19.929], [17.559, -22.318, -19.442], [18.666, -23.334, -18.587], [17.406, -22.553, -17.648], [15.702, -23.892, -18.820], [16.803, -24.759, -17.764], [16.359, -25.264, -20.441], [8.031, -19.155, -31.965], [9.132, -18.613, -31.074], [9.240, -17.208, -31.157], [7.064, -18.953, -31.504], [7.985, -20.240, -32.059], [8.046, -18.719, -32.965], [10.022, -19.181, -31.343], [8.947, -18.686, -30.002], [10.073, -17.009, -30.724], [12.000, -22.575, -25.254], [11.384, -23.655, -24.315], [12.343, -24.223, -23.415], [12.191, -21.708, -24.622], [11.168, -22.227, -25.865], [12.737, -22.956, -25.961], [11.081, -24.504, -24.928], [10.568, -23.210, -23.746], [11.859, -24.601, -22.676], [9.187, -28.662, -17.091], [9.912, -27.559, -17.819], [10.062, -27.813, -19.172], [9.308, -28.353, -16.053], [9.499, -29.694, -17.252], [8.133, -28.660, -17.369], [10.911, -27.403, -17.412], [9.430, -26.583, -17.761], [9.285, -28.291, -19.471], [14.072, -30.685, -26.494], [13.412, -29.675, -25.700], [13.848, -28.412, -26.226], [13.830, -31.691, -26.151], [15.156, -30.618, -26.401], [13.958, -30.609, -27.575], [13.482, -29.813, -24.621], [12.362, -29.830, -25.949], [13.904, -27.776, -25.509]], "lowdin_charge": [-0.100, -0.319, -0.092, 0.075, 0.074, 0.067, 0.112, 0.106, 0.077, -0.090, -0.313, -0.100, 0.060, 0.073, 0.072, 0.105, 0.110, 0.084, -0.083, -0.307, -0.109, 0.074, 0.073, 0.079, 0.103, 0.103, 0.068, -0.082, -0.374, -0.064, 0.073, 0.073, 0.069, 0.103, 0.110, 0.093, -0.091, -0.339, -0.062, 0.068, 0.065, 0.065, 0.103, 0.102, 0.090, -0.089, -0.341, -0.081, 0.068, 0.071, 0.077, 0.105, 0.109, 0.080, -0.078, -0.308, -0.100, 0.071, 0.064, 0.073, 0.101, 0.107, 0.072, -0.089, -0.363, -0.075, 0.076, 0.079, 0.073, 0.111, 0.108, 0.080, -0.130, -0.343, -0.071, 0.082, 0.078, 0.083, 0.119, 0.105, 0.077], "homo_ev": -10.0, "smiles": "CCO.CCO.CCO.CCO.CCO.CCO.CCO.CCO.CCO", "e_lumo_ev": 0.1554, "homo_lumo_gap_ev": 10.1, "charge": 0, "multiplicity": 1}

---

Version x
{"formula": "C18H54O9", "method": "ωB97M-V/def2-TZVPD", "species": ["C", "C", "O", "H", "H", "H", "H", "H", "H", "C", "C", "O", "H", "H", "H", "H", "H", "H", "C", "C", "O", "H", "H", "H", "H", "H", "H", "C", "C", "O", "H", "H", "H", "H", "H", "H", "C", "C", "O", "H", "H", "H", "H", "H", "H", "C", "C", "O", "H", "H", "H", "H", "H", "H", "C", "C", "O", "H", "H", "H", "H", "H", "H", "C", "C", "O", "H", "H", "H", "H", "H", "H", "C", "C", "O", "H", "H", "H", "H", "H", "H"], "positions_angstrom": [[-14.778, -0.546, 7.030], [-13.960, -1.289, 6.046], [-14.581, -2.584, 5.885], [-14.900, -1.030, 7.999], [-15.785, -0.403, 6.638], [-14.486, 0.474, 7.282], [-12.979, -1.399, 6.508], [-13.860, -0.843, 5.056], [-14.061, -3.131, 5.292], [-15.013, -10.794, 5.153], [-13.929, -9.899, 5.712], [-12.626, -10.214, 5.177], [-14.874, -10.875, 4.075], [-16.065, -10.549, 5.294], [-14.830, -11.760, 5.623], [-13.900, -9.951, 6.801], [-14.142, -8.858, 5.469], [-12.596, -11.169, 5.082], [-12.784, -5.444, 0.591], [-12.339, -6.440, 1.593], [-12.083, -5.825, 2.882], [-13.039, -5.889, -0.371], [-11.926, -4.826, 0.325], [-13.645, -4.841, 0.878], [-11.429, -6.967, 1.304], [-13.119, -7.195, 1.688], [-11.728, -6.506, 3.457], [-16.511, -5.797, 13.020], [-15.091, -5.710, 12.408], [-14.936, -6.835, 11.572], [-16.752, -6.811, 13.338], [-17.243, -5.462, 12.285], [-16.694, -5.066, 13.808], [-14.423, -5.741, 13.268], [-14.940, -4.844, 11.763], [-15.314, -6.548, 10.737], [-7.964, -1.260, 4.566], [-8.131, -0.686, 5.982], [-6.937, 0.101, 6.309], [-7.915, -0.485, 3.801], [-8.893, -1.776, 4.326], [-7.098, -1.902, 4.404], [-8.404, -1.507, 6.644], [-8.966, 0.013, 5.930], [-7.152, 1.034, 6.241], [-19.070, -4.768, 7.293], [-18.305, -5.985, 6.906], [-17.037, -5.961, 7.465], [-18.629, -3.805, 7.032], [-19.440, -4.922, 8.307], [-19.939, -4.731, 6.637], [-18.134, -5.967, 5.830], [-18.853, -6.859, 7.258], [-16.557, -5.221, 7.086], [-17.538, 6.435, 8.806], [-16.227, 6.206, 9.559], [-15.286, 6.796, 8.635], [-18.386, 5.979, 9.318], [-17.593, 6.045, 7.790], [-17.805, 7.489, 8.735], [-16.079, 5.135, 9.696], [-16.259, 6.677, 10.542], [-14.817, 7.555, 8.989], [-10.618, 3.896, 9.902], [-9.603, 2.953, 10.653], [-9.226, 3.446, 11.900], [-10.978, 3.426, 8.987], [-10.216, 4.874, 9.636], [-11.484, 3.973, 10.559], [-8.675, 3.008, 10.083], [-9.948, 1.922, 10.576], [-9.035, 2.764, 12.547], [-19.213, -2.282, 2.060], [-19.021, -0.847, 2.367], [-19.285, -0.194, 1.156], [-20.235, -2.461, 1.723], [-18.915, -2.824, 2.957], [-18.620, -2.720, 1.257], [-18.009, -0.581, 2.672], [-19.616, -0.506, 3.214], [-19.122, 0.748, 1.238]], "lowdin_charge": [-0.109, -0.315, -0.094, 0.079, 0.073, 0.076, 0.105, 0.113, 0.075, -0.096, -0.317, -0.087, 0.075, 0.075, 0.071, 0.105, 0.105, 0.068, -0.103, -0.325, -0.091, 0.076, 0.075, 0.080, 0.111, 0.104, 0.072, -0.093, -0.314, -0.085, 0.075, 0.060, 0.063, 0.105, 0.109, 0.078, -0.103, -0.279, -0.096, 0.066, 0.065, 0.073, 0.104, 0.100, 0.070, -0.101, -0.361, -0.077, 0.078, 0.080, 0.071, 0.110, 0.120, 0.080, -0.112, -0.283, -0.098, 0.064, 0.072, 0.070, 0.102, 0.108, 0.077, -0.076, -0.334, -0.072, 0.062, 0.067, 0.064, 0.096, 0.107, 0.086, -0.099, -0.359, -0.074, 0.081, 0.073, 0.078, 0.108, 0.110, 0.084], "homo_ev": -10.0, "smiles": "CCO.CCO.CCO.CCO.CCO.CCO.CCO.CCO.CCO", "e_lumo_ev": 0.2549, "homo_lumo_gap_ev": 10.3, "charge": 0, "multiplicity": 1}

---

Verdict on stability: version w comes out at the bottom.

---

Version w
{"formula": "C18H54O9", "method": "ωB97M-V/def2-TZVPD", "species": ["C", "C", "O", "H", "H", "H", "H", "H", "H", "C", "C", "O", "H", "H", "H", "H", "H", "H", "C", "C", "O", "H", "H", "H", "H", "H", "H", "C", "C", "O", "H", "H", "H", "H", "H", "H", "C", "C", "O", "H", "H", "H", "H", "H", "H", "C", "C", "O", "H", "H", "H", "H", "H", "H", "C", "C", "O", "H", "H", "H", "H", "H", "H", "C", "C", "O", "H", "H", "H", "H", "H", "H", "C", "C", "O", "H", "H", "H", "H", "H", "H"], "positions_angstrom": [[-2.938, -1.130, -1.965], [-4.117, -0.912, -1.064], [-5.272, -0.659, -1.826], [-2.836, -0.353, -2.715], [-3.059, -2.022, -2.545], [-1.994, -1.165, -1.445], [-4.007, -0.014, -0.383], [-4.221, -1.779, -0.422], [-5.300, -1.366, -2.512], [1.194, -0.400, -0.933], [0.464, 0.736, -1.604], [-0.532, 1.289, -0.722], [1.763, -0.893, -1.688], [0.491, -1.111, -0.612], [1.854, -0.219, -0.106], [-0.179, 0.359, -2.502], [1.070, 1.544, -1.912], [-0.763, 0.680, 0.008], [-1.463, 0.112, 4.044], [-2.021, 0.305, 2.693], [-1.072, -0.133, 1.725], [-0.484, 0.590, 4.048], [-1.306, -0.899, 4.388], [-2.007, 0.618, 4.849], [-2.165, 1.336, 2.457], [-2.981, -0.212, 2.554], [-0.727, -1.012, 1.956], [-2.010, -5.142, -0.781], [-3.029, -5.376, 0.244], [-3.009, -4.367, 1.232], [-2.230, -5.755, -1.687], [-1.020, -5.337, -0.425], [-2.088, -4.057, -1.103], [-2.865, -6.302, 0.825], [-3.963, -5.474, -0.234], [-3.719, -4.667, 1.809], [-0.932, -0.319, -5.013], [0.215, 0.417, -5.721], [1.032, -0.475, -6.429], [-1.599, 0.321, -4.463], [-0.582, -1.018, -4.291], [-1.425, -0.938, -5.683], [0.807, 0.920, -4.953], [-0.149, 1.161, -6.368], [1.447, -1.059, -5.822], [1.845, -3.899, 1.072], [1.489, -3.013, 2.272], [0.079, -2.671, 2.382], [1.579, -3.622, 0.049], [1.451, -4.883, 1.291], [2.893, -4.098, 1.071], [1.862, -1.961, 2.302], [1.884, -3.469, 3.188], [-0.538, -3.361, 2.144], [3.418, 2.338, 3.844], [3.623, 0.961, 3.300], [2.915, 0.719, 2.062], [3.821, 3.074, 3.151], [3.876, 2.434, 4.781], [2.390, 2.618, 4.072], [3.306, 0.197, 4.003], [4.719, 0.750, 3.172], [3.228, 1.351, 1.412], [-1.443, 4.107, 1.599], [-0.017, 3.686, 1.376], [0.378, 4.163, 0.102], [-1.774, 3.750, 2.579], [-2.021, 3.667, 0.787], [-1.589, 5.183, 1.463], [0.098, 2.619, 1.447], [0.614, 4.127, 2.184], [-0.107, 3.542, -0.439], [3.113, 4.361, -2.045], [3.847, 3.841, -0.852], [3.068, 2.900, -0.186], [3.724, 4.997, -2.693], [2.207, 4.911, -1.791], [2.734, 3.458, -2.609], [4.094, 4.668, -0.187], [4.799, 3.484, -1.240], [2.161, 3.249, 0.032]], "lowdin_charge": [-0.094, -0.331, -0.083, 0.064, 0.065, 0.060, 0.134, 0.097, 0.098, -0.061, -0.258, -0.120, 0.069, 0.046, 0.064, 0.108, 0.078, 0.044, -0.086, -0.300, -0.108, 0.079, 0.071, 0.080, 0.089, 0.116, 0.050, -0.085, -0.364, -0.074, 0.095, 0.057, 0.091, 0.122, 0.095, 0.086, -0.088, -0.301, -0.053, 0.062, 0.052, 0.053, 0.103, 0.098, 0.065, -0.074, -0.247, -0.112, 0.072, 0.065, 0.061, 0.114, 0.108, 0.070, -0.092, -0.305, -0.101, 0.078, 0.051, 0.073, 0.102, 0.121, 0.038, -0.085, -0.332, -0.084, 0.074, 0.076, 0.081, 0.092, 0.126, 0.063, -0.100, -0.349, -0.097, 0.076, 0.063, 0.089, 0.109, 0.112, 0.078], "homo_ev": -9.7, "smiles": "CCO.CCO.CCO.CCO.CCO.CCO.CCO.CCO.CCO", "e_lumo_ev": 0.4702, "homo_lumo_gap_ev": 10.2, "charge": 0, "multiplicity": 1}

---

Version x
{"formula": "C18H54O9", "method": "ωB97M-V/def2-TZVPD", "species": ["C", "C", "C", "O", "H", "H", "H", "H", "H", "H", "H", "H", "C", "C", "C", "O", "H", "H", "H", "H", "H", "H", "H", "H", "C", "C", "C", "O", "H", "H", "H", "H", "H", "H", "H", "H", "C", "C", "C", "O", "H", "H", "H", "H", "H", "H", "H", "H", "C", "C", "C", "O", "H", "H", "H", "H", "H", "H", "H", "H", "C", "C", "C", "O", "H", "H", "H", "H", "H", "H", "H", "H", "O", "H", "H", "O", "H", "H", "O", "H", "H"], "positions_angstrom": [[-1.925, -17.061, -8.966], [-2.056, -15.661, -9.579], [-1.104, -15.465, -10.871], [-3.444, -15.488, -9.952], [-0.908, -17.441, -9.186], [-2.766, -17.727, -9.385], [-2.031, -16.903, -7.894], [-1.778, -14.865, -8.847], [-1.634, -14.742, -11.489], [-0.866, -16.344, -11.525], [-0.181, -14.967, -10.461], [-3.662, -14.715, -10.495], [-2.085, -18.888, -13.273], [-3.504, -19.349, -13.193], [-4.044, -18.946, -11.819], [-4.252, -18.808, -14.265], [-2.038, -17.813, -13.215], [-1.721, -19.198, -14.222], [-1.544, -19.300, -12.418], [-3.584, -20.432, -13.257], [-3.743, -19.566, -11.007], [-5.075, -18.956, -11.757], [-3.863, -17.884, -11.620], [-3.970, -19.275, -15.092], [-7.053, -15.687, -9.159], [-6.926, -16.592, -10.400], [-8.081, -17.498, -10.484], [-6.858, -15.644, -11.503], [-7.428, -16.184, -8.245], [-7.770, -14.878, -9.312], [-6.074, -15.304, -8.810], [-6.043, -17.181, -10.323], [-9.028, -16.928, -10.270], [-8.080, -18.235, -9.655], [-8.104, -18.025, -11.433], [-6.692, -16.078, -12.337], [-6.871, -12.333, -11.588], [-5.370, -12.591, -11.335], [-5.004, -12.391, -9.848], [-4.885, -13.840, -11.698], [-7.077, -11.279, -11.514], [-7.437, -12.943, -10.955], [-7.119, -12.601, -12.608], [-4.855, -11.872, -12.014], [-5.299, -13.158, -9.145], [-5.405, -11.386, -9.506], [-3.931, -12.391, -9.839], [-5.570, -14.580, -11.423], [-1.037, -8.308, -17.852], [-1.531, -8.131, -16.461], [-3.003, -7.986, -16.389], [-1.124, -9.314, -15.724], [-1.301, -7.410, -18.457], [-1.523, -9.249, -18.237], [0.031, -8.566, -17.821], [-1.139, -7.219, -16.010], [-3.347, -7.953, -15.309], [-3.523, -8.771, -16.943], [-3.274, -6.986, -16.801], [-1.156, -9.084, -14.810], [-4.886, -14.217, -16.619], [-4.097, -15.508, -16.500], [-3.434, -15.511, -15.091], [-4.910, -16.690, -16.586], [-5.502, -14.098, -17.491], [-4.266, -13.310, -16.814], [-5.398, -14.100, -15.654], [-3.283, -15.616, -17.244], [-4.155, -15.264, -14.298], [-2.596, -14.756, -15.101], [-2.927, -16.449, -14.908], [-4.779, -17.122, -15.715], [-4.212, -18.093, -18.786], [-4.482, -17.657, -17.939], [-5.037, -18.099, -19.296], [-3.487, -20.192, -16.698], [-3.240, -21.085, -16.890], [-3.490, -19.648, -17.479], [-6.995, -17.170, -13.890], [-6.305, -17.833, -14.076], [-6.973, -16.582, -14.675]], "lowdin_charge": [-0.059, -0.437, -0.043, -0.101, 0.077, 0.091, 0.064, 0.130, 0.054, 0.067, 0.079, 0.033, -0.051, -0.476, -0.041, -0.079, 0.061, 0.070, 0.094, 0.139, 0.079, 0.040, 0.079, 0.066, -0.046, -0.457, -0.070, -0.066, 0.083, 0.081, 0.068, 0.111, 0.104, 0.094, 0.072, 0.045, -0.046, -0.494, -0.049, -0.121, 0.074, 0.044, 0.075, 0.141, 0.058, 0.098, 0.061, 0.095, -0.070, -0.546, -0.086, -0.048, 0.096, 0.100, 0.084, 0.133, 0.099, 0.082, 0.091, 0.065, -0.054, -0.443, -0.047, -0.085, 0.067, 0.095, 0.080, 0.144, 0.081, 0.107, 0.055, 0.063, -0.085, 0.000, 0.049, -0.020, 0.046, 0.011, -0.050, 0.033, 0.065], "homo_ev": -9.6, "smiles": "CC(C)O.CC(C)O.CC(C)O.CC(C)O.CC(C)O.CC(C)O.O.O.O", "e_lumo_ev": 0.5542, "homo_lumo_gap_ev": 10.1, "charge": 0, "multiplicity": 1}

---

Verdict on stability: version w comes out at the bottom.

---

Version w
{"formula": "C2H6N3S", "method": "ωB97M-V/def2-TZVPD", "species": ["C", "C", "N", "N", "N", "S", "H", "H", "H", "H", "H", "H"], "positions_angstrom": [[-1.016, 0.684, -0.058], [-1.170, -0.822, 0.471], [0.414, 0.937, 0.141], [1.076, -0.047, 0.240], [2.815, 0.006, 0.115], [0.418, -1.582, 0.039], [-1.126, 0.613, -1.069], [-1.562, 1.287, 0.610], [-1.430, -0.671, 1.520], [-2.048, -1.195, 0.018], [3.046, 0.930, 0.492], [2.909, -0.810, 0.650]], "lowdin_charge": [-0.115, -0.319, -0.012, -0.489, 0.180, 1.241, 0.097, 0.122, 0.113, 0.081, 0.087, 0.014], "homo_ev": [-12.0, -15.3], "e_lumo_ev": [-4.6519, -8.8048], "s_squared": 2.009, "homo_lumo_gap_ev": [7.4, 6.5], "charge": 1, "multiplicity": 3}

---

Version x
{"formula": "C2H6N3S", "method": "ωB97M-V/def2-TZVPD", "species": ["C", "C", "N", "N", "N", "S", "H", "H", "H", "H", "H", "H"], "positions_angstrom": [[0.007, 0.406, -0.261], [1.185, 1.121, 0.177], [1.588, -1.411, -0.299], [0.285, -0.966, 0.052], [-0.723, -1.824, 0.236], [2.551, -0.173, -0.309], [-0.852, 0.734, 0.282], [-0.034, 0.509, -1.268], [1.537, 2.064, -0.418], [1.208, 1.338, 1.329], [-1.619, -1.569, -0.232], [-0.593, -2.799, -0.072]], "lowdin_charge": [-0.234, -0.300, -0.340, -0.236, 0.205, 1.053, 0.148, 0.110, 0.134, 0.140, 0.165, 0.157], "homo_ev": [-12.7, -16.0], "e_lumo_ev": [-3.5124, -7.2535], "s_squared": 2.008, "homo_lumo_gap_ev": [9.2, 8.8], "charge": 1, "multiplicity": 3}

---

Verdict on stability: version w comes out at the bottom.